Computed, not measured: a molecular structure, C32H37Br2GdN6O7S, with ωB97M-V with the def2-TZVPD basis set.

Frontier orbital gap (alpha / beta) in eV: 6.09 / 6.49
Largest force on an atom in Eh/bohr: 0.065
Multiplicity: 8
E_HOMO (alpha / beta) in eV: -6.8 / -6.8

Structure (XYZ):
```
86
Properties=species:S:1:pos:R:3:forces:R:3:mulliken_charge:R:1
Gd 0.29260 1.32983 -0.02931 -2.0 -0.4 -0.2 0.7670
Br -1.30387 3.35446 -4.02298 0.0 0.0 0.5 -0.2288
Br -4.36563 -0.34875 -6.83023 0.1 0.2 0.6 -0.2551
S -0.29808 -0.94293 3.02741 0.3 2.1 -1.4 1.0230
O -1.05919 0.94510 -1.85378 0.2 0.5 -0.1 0.4197
O 1.06888 -1.39308 2.68741 -2.0 0.0 0.6 -0.6843
O -0.36641 -0.01565 4.16975 0.1 -1.1 -1.2 -0.6888
O 2.26290 1.84022 -1.08495 3.0 -1.0 -1.0 -0.0712
O -3.08922 -0.14410 0.70519 0.7 -1.1 1.3 -0.8894
O 1.09290 -0.63593 -0.53093 1.5 -0.3 -0.1 -0.1631
O 3.92438 -4.27128 -0.18653 0.7 -1.3 1.7 -0.4766
N -1.02269 -0.26118 1.65550 1.2 -0.2 1.7 0.3461
N -2.06438 2.47839 0.63603 0.2 0.2 0.3 -0.1921
N 0.21029 3.77206 -0.93706 0.6 0.5 -1.3 0.0907
N 2.31263 1.08704 1.71611 0.9 -1.2 -0.3 -0.4154
N 0.39262 3.32217 1.97174 -1.2 0.8 -0.1 1.0999
N -1.84190 -1.68449 -2.30523 0.6 -1.7 0.6 0.0725
C -2.29632 -0.68936 1.50922 -1.5 1.4 -1.7 0.2829
C -2.93294 -3.34697 -3.68433 0.6 -0.4 0.6 -0.8505
C -1.55572 -2.16674 3.16703 -0.5 -1.1 -0.6 0.1391
C -3.30904 -2.40823 -4.60849 0.9 1.4 1.8 -0.8922
C -1.50318 -3.37503 3.77711 0.4 -2.3 1.8 -0.5895
C 4.51848 -1.02246 -1.63583 1.4 -1.0 0.4 -0.8829
C 3.30241 1.14362 -1.48243 -2.8 0.8 0.1 1.0190
C 2.31611 -1.03859 -0.65038 -0.4 0.1 0.9 -0.1900
C 3.79456 -2.97992 -0.44456 -1.6 1.2 -0.1 1.2500
C -3.05158 1.38512 -4.92302 -0.8 -1.7 -1.2 -0.5870
C 2.64319 -2.31161 -0.06924 -0.3 0.8 -0.6 0.0146
C -0.10599 4.84191 0.01633 -0.5 -0.2 -0.8 -0.9328
C 4.76528 -2.33849 -1.21678 -1.0 2.3 -0.7 -1.2090
C -2.16359 -2.96878 -2.53122 -1.0 2.5 0.1 0.6713
C -1.81324 -3.97805 -1.47528 1.0 -0.8 0.3 -0.9935
C -2.65409 -1.90060 2.33763 2.3 1.6 0.2 0.2070
C -2.11622 1.64077 -3.88639 -0.9 -1.0 -0.1 -0.1303
C 3.37827 -0.25587 -1.30614 -0.9 -1.5 1.0 0.4353
C -2.16742 -0.70597 -3.15479 -2.1 -0.2 -1.4 0.2441
C -2.14881 3.23093 1.90072 -1.9 -0.6 0.5 -1.0199
C 1.45668 3.03398 2.91928 0.4 0.5 1.1 -1.0961
C -2.55353 -4.31715 3.63174 0.2 0.2 0.2 -0.7132
C -3.68693 -3.94829 2.92461 -0.3 -1.2 0.6 -0.3946
C 2.66439 2.40202 2.25937 -0.6 -0.2 -0.1 -0.7435
C -3.45340 0.04720 -5.18678 1.3 1.2 1.6 -0.1940
C 3.55509 -4.63267 1.17415 0.0 -2.4 -0.6 -0.7089
C 0.67918 4.61042 1.25098 0.8 -0.7 1.8 -1.0214
C 4.35320 1.79055 -2.31802 0.4 0.0 -1.9 -1.8852
C -0.91545 3.42155 2.73442 1.5 -0.3 0.2 -0.6615
C -1.77398 0.67583 -2.90522 1.0 0.5 0.4 -0.4451
C -3.72431 -2.72717 2.29488 -1.7 0.4 -0.4 -0.5258
C -3.01319 -1.01320 -4.27708 -0.1 -0.1 -2.2 1.0326
H -4.66435 -2.41715 1.84536 0.4 0.0 -0.5 0.4499
H 0.14819 5.82894 -0.36080 0.1 0.2 -0.2 0.5139
H -4.56894 -4.61624 2.86986 0.7 0.4 0.0 0.3671
H 1.18764 3.95356 -1.22181 -0.6 -0.5 -0.1 0.2272
H -2.50412 -5.31677 4.09917 0.1 0.8 -0.2 0.3783
H 3.74968 -5.76452 1.25423 -0.4 1.7 -0.2 0.2519
H -0.34330 3.82294 -1.83355 0.6 -0.1 1.3 -0.2424
H 4.21729 -4.15920 1.89216 -0.1 0.4 0.0 0.3041
H -3.46594 2.19682 -5.58854 0.9 -0.9 0.8 0.3247
H -2.57971 4.24209 1.84292 -0.3 -0.4 -0.7 0.3468
H 2.94319 3.03500 1.42204 0.4 0.0 -0.1 0.3036
H -3.16944 -4.41824 -3.72728 0.0 0.5 -0.5 0.3984
H 3.47626 2.32434 2.96524 0.4 0.3 0.3 0.6074
H -2.76623 1.71188 0.61702 0.7 0.3 -0.1 0.2652
H -1.08078 4.36550 3.33195 0.8 -0.5 -0.7 0.2189
H 5.66016 -2.83942 -1.45450 0.9 -0.5 -0.4 0.4859
H 1.74506 3.94275 3.49658 0.1 -0.1 -0.5 0.3115
H 4.38889 1.11788 -3.24955 0.6 0.8 1.4 0.4306
H 2.05311 0.40091 2.44324 0.0 0.5 -0.2 0.2955
H -3.78355 -2.63946 -5.54014 -0.4 -0.1 -0.1 0.3263
H 1.08054 2.40227 3.72652 -0.1 -0.4 -0.3 0.6164
H -1.17598 4.84766 0.16035 -0.3 0.1 0.3 0.2303
H -2.24928 3.09081 -0.14334 -0.1 0.0 -0.3 0.2394
H -1.62023 -3.56393 -0.44586 -0.2 0.0 -1.3 0.0087
H 1.75583 4.61944 1.00530 -0.4 -0.1 -0.1 0.4384
H 0.55534 5.39729 2.00408 -0.1 0.3 -0.2 0.3672
H 2.48535 -4.44764 1.37476 0.6 0.0 0.0 0.2980
H 5.35586 1.90825 -1.82782 -1.0 -0.2 -0.6 0.3049
H 4.01328 2.73778 -2.77722 0.1 -0.2 0.9 0.3221
H -0.68627 -3.69557 4.45305 -0.3 0.5 -0.7 0.4130
H 1.86481 -2.76020 0.55472 0.3 0.2 -0.5 -0.1280
H -0.84323 -4.45743 -1.83916 -1.2 0.2 0.7 0.2279
H 3.16252 0.63465 1.28028 -1.3 0.8 0.4 0.1892
H -0.82024 2.64266 3.48173 -0.2 -0.3 0.0 0.4727
H 5.31639 -0.54281 -2.19684 -0.1 -0.1 0.1 0.3428
H -2.85541 2.62922 2.52331 0.4 0.7 -0.2 0.2859
H -2.61615 -4.74468 -1.36713 0.7 0.4 -0.3 0.4228
```
Positions in Å, forces in eV/Å.

Computed, not measured: a molecular structure, C32H37ClFN5O6S2Sb2Ti, with ωB97M-V with the def2-TZVPD basis set.

Frontier orbital gap (alpha / beta) in eV: 6.53 / 7.62
Energy above the lowest of the compared OMol25 structures with the same formula, charge and spin in kcal per mole: 31.6
Largest force on an atom in Eh/bohr: 0.027
Multiplicity: 3
E_HOMO (alpha / beta) in eV: -6.4 / -7.6

Structure (XYZ):
```
87
Properties=species:S:1:pos:R:3:forces:R:3:mulliken_charge:R:1
Sb -0.38903 0.53572 3.81535 0.0 0.0 -0.1 0.6347
Sb -2.62539 1.32471 0.95259 0.1 0.0 0.1 0.0814
Ti 0.09543 0.65018 -0.88588 -0.2 -1.3 -0.5 0.9204
Cl 4.33356 4.38161 -1.35893 0.0 0.0 0.0 -0.2303
S 0.71754 -1.27902 0.82194 0.0 0.1 -0.1 -0.3782
S 3.43249 -2.26748 -0.24070 0.0 0.0 0.0 -0.3255
F -3.01904 -6.63644 -3.62411 0.0 0.0 0.0 -0.3093
O -0.51109 -2.08113 -4.46231 -0.1 0.0 0.0 -0.7476
O -1.61900 1.14427 -1.93740 -0.1 0.5 -0.1 0.2866
O -1.27658 3.37132 -2.07027 0.0 -0.1 0.0 -0.7161
O 0.08983 -0.57512 -2.93066 0.1 0.0 0.2 -0.3632
O -3.38272 -1.29977 -3.42969 0.0 0.1 0.0 -0.8157
O -5.11046 -5.25089 -4.84679 0.0 0.0 0.0 -0.6188
N 2.08771 -0.27877 -1.18260 0.4 -0.1 0.1 0.5323
N -1.69045 0.74555 -4.48184 0.2 -0.1 0.1 -0.0099
N -2.31972 -3.20822 -2.76747 0.1 0.0 -0.1 0.2945
N 1.18073 2.34757 -0.11651 0.2 0.7 0.2 0.3315
N -4.24352 -3.29948 -4.05724 0.1 0.0 0.0 -0.0419
C 4.59497 0.05048 -3.88937 0.0 0.0 0.0 -0.9383
C -5.23501 0.78848 3.71782 0.0 0.0 0.0 -0.7218
C 2.92559 3.94197 -0.45436 0.0 0.0 0.0 0.0380
C 5.21406 -1.71766 -2.36572 0.0 0.0 0.0 -0.5123
C -3.30516 -2.52184 -3.42187 -0.1 -0.1 0.0 0.3412
C -0.46313 -1.66529 -3.31038 -0.1 0.2 0.1 0.2297
C -5.74156 -0.11501 4.63520 0.0 0.0 0.0 -0.5950
C -3.16823 0.95618 4.94458 0.0 0.0 0.0 0.6293
C 1.31770 4.32322 1.23307 0.0 0.0 0.0 -1.0376
C 2.28216 2.75710 -0.75929 0.0 0.0 0.0 -0.1750
C -3.69130 0.03937 5.85852 0.0 0.0 0.0 -0.6813
C 3.18201 -0.42610 -2.02063 0.0 0.0 0.0 -0.6608
C -3.94971 1.32347 3.83547 0.0 0.0 -0.1 1.1782
C -1.78773 1.49399 5.16804 -0.1 0.0 0.0 -1.6351
C -0.67930 -1.43018 4.59963 0.0 -0.1 0.0 -1.4276
C 0.72129 3.13075 0.87323 0.0 -0.1 0.0 -0.0264
C -2.21894 -4.57988 -2.88032 0.0 0.0 0.1 0.1101
C 3.44650 0.31723 -3.16871 0.0 0.0 0.0 0.1382
C 2.05874 -1.19186 -0.24117 -0.2 0.1 0.1 0.0612
C 5.47902 -0.95382 -3.48859 0.0 0.0 0.0 -0.5321
C -3.35524 -0.66834 1.21564 0.0 -0.1 0.0 -1.2378
C -1.51114 2.27165 -2.54525 -0.3 0.1 -0.1 0.6119
C -4.23072 1.96827 -0.30604 -0.1 -0.1 0.0 -1.3459
C 4.05872 -1.44975 -1.64288 0.1 0.0 0.0 0.7265
C 1.37267 0.97013 4.95231 0.1 0.0 0.1 -1.3702
C -4.24969 -4.68553 -4.21853 0.0 -0.1 0.0 0.2381
C -3.46827 2.24892 2.76283 -0.1 0.1 0.0 -1.4774
C -1.22016 -2.42759 -2.21063 0.0 -0.1 0.1 0.0379
C -1.70647 2.16952 -4.06639 -0.1 0.0 0.0 -0.9128
C -4.95706 -0.50053 5.71272 0.0 0.0 0.0 -0.7073
C -3.11692 -5.30817 -3.54414 -0.1 0.0 -0.1 0.2062
C 2.44575 4.75354 0.55567 0.0 0.0 0.0 -0.3265
H -5.18517 1.79117 0.19069 0.0 0.0 0.0 0.4805
H -6.74063 -0.51216 4.51071 0.0 0.0 0.0 0.4078
H -5.84816 1.09248 2.87575 0.0 0.0 0.0 0.3380
H -4.12709 3.02834 -0.53398 0.0 0.0 0.0 0.3936
H -0.15752 2.76694 1.38593 0.0 0.0 0.0 0.2355
H 2.23694 0.51969 4.46585 0.0 0.0 0.0 0.3575
H 5.88662 -2.51019 -2.06537 0.0 0.0 0.0 0.3947
H -1.60841 -1.73281 -1.46731 0.0 0.0 0.0 -0.6554
H -4.19671 1.39846 -1.23362 0.0 0.0 0.0 0.2341
H -0.82595 0.28487 -4.08017 -0.1 0.1 -0.1 0.0743
H 0.89270 4.90561 2.03829 0.0 0.0 0.0 0.4628
H -4.31577 2.80875 2.36372 0.0 0.0 0.0 0.6401
H -2.45291 0.19384 -4.05768 0.0 0.0 0.0 0.3650
H 1.27625 0.56970 5.96133 0.0 0.0 0.0 0.4089
H -2.64653 2.63781 -4.35259 0.0 0.0 0.0 0.3718
H 4.80675 0.62064 -4.78429 0.0 0.0 0.0 0.4005
H 1.52682 2.04762 5.00647 0.0 0.0 0.0 0.4008
H 6.37117 -1.14803 -4.06847 0.0 0.0 0.0 0.3852
H -4.98233 -2.79300 -4.52404 0.0 0.0 0.0 0.2378
H -1.71352 0.61698 -5.48954 0.0 0.0 0.0 0.3874
H -3.61723 -1.05902 0.23095 0.0 0.0 0.0 0.3696
H 0.07030 -2.09654 4.17418 0.0 0.0 0.0 0.4128
H -1.46779 1.31432 6.19502 0.0 0.0 0.0 0.6154
H -3.08606 -0.24280 6.71273 0.0 0.0 0.0 0.3515
H -0.58312 -1.42099 5.68564 0.0 0.0 0.0 0.4601
H -0.54177 -3.11160 -1.70185 0.0 0.0 0.0 0.4124
H 2.74507 1.07137 -3.50321 0.0 0.0 0.0 0.4005
H -1.37526 -5.03809 -2.38515 0.0 0.0 0.0 0.3988
H -4.23454 -0.68539 1.85746 0.0 0.0 0.0 0.4581
H -0.89075 2.68553 -4.56757 0.0 0.0 0.0 0.3343
H -1.66972 -1.79376 4.32888 0.0 0.0 0.0 0.3829
H -1.73548 2.56766 4.98136 0.0 0.0 0.0 0.5934
H -2.58143 -1.30044 1.65107 0.0 0.0 0.0 0.3060
H 2.94211 5.68196 0.80114 0.0 0.0 0.0 0.4612
H -5.33235 -1.20561 6.44309 0.0 0.0 0.0 0.4018
H -2.74229 2.97626 3.12530 0.0 0.0 0.0 0.4044
H 2.67602 2.12171 -1.53718 0.0 0.0 0.0 0.1655
```
Positions in Å, forces in eV/Å.